A | A single C12H13N molecule, computed with wB97M-V/def2-TZVPD.

Each atom is followed by the atoms it is bonded to, with distances in Å.
Cartesian coordinates (Å):
1 C 0.67060 -0.90778 -3.05511  C3 1.382, C10 1.508, H14 1.104
2 C 1.46097 1.44568 2.52837  C4 1.373, C11 1.510, H15 1.086
3 C -0.67385 -1.18346 -3.21543  C1 1.382, C12 1.495, H16 1.080
4 C 0.25376 1.47480 3.18102  C2 1.373, C13 1.550, H17 1.095
5 C 0.28644 -0.33527 -0.67316  C6 1.478, C7 1.378, C10 1.485
6 C 0.42721 0.34466 0.63140  C5 1.478, C8 1.387, C11 1.469
7 C -1.05773 -0.60912 -0.80288  C5 1.378, N9 1.399, C12 1.518
8 C -0.81613 0.31951 1.24588  C6 1.387, N9 1.380, C13 1.490
9 N -1.72589 -0.23509 0.36853  C7 1.399, C8 1.380, H18 1.026
10 C 1.30067 -0.66087 -1.70796  C1 1.508, C5 1.485, H19 1.100, H20 1.107
11 C 1.70294 0.83432 1.16940  C2 1.510, C6 1.469, H21 1.107, H22 1.083
12 C -1.60467 -1.28036 -2.04994  C3 1.495, C7 1.518, H23 1.102, H24 1.076
13 C -1.04754 0.84529 2.62107  C4 1.550, C8 1.490, H25 1.107, H26 1.099
14 H 1.30375 -0.94320 -3.95848  C1 1.104
15 H 2.33583 1.90321 2.98128  C2 1.086
16 H -1.06046 -1.41604 -4.19630  C3 1.080
17 H 0.17191 1.98117 4.14808  C4 1.095
18 H -2.73778 -0.32580 0.51137  N9 1.026
19 H 1.87427 -1.54315 -1.38900  C10 1.100
20 H 2.01179 0.18715 -1.71278  C10 1.107
21 H 2.10502 1.56391 0.44006  C11 1.107
22 H 2.42694 0.03199 1.23956  C11 1.083
23 H -2.56467 -0.80993 -2.31660  C12 1.102
24 H -1.77132 -2.32854 -1.87405  C12 1.076
25 H -1.43066 0.04172 3.27924  C13 1.107
26 H -1.84146 1.60521 2.60645  C13 1.099

Gap between HOMO and LUMO (eV): 8.48
SMILES: C1=CCc2c([nH]c3c2CC=CC3)C1
LUMO (eV): 0.96

---

B | A single C12H13N molecule, computed with wB97M-V/def2-TZVPD.

Each atom is followed by the atoms it is bonded to, with distances in Å.
Cartesian coordinates (Å):
1 C 2.06377 -1.44927 0.84396  C2 1.448, H13 1.116, H14 1.051, H15 1.100
2 C 1.83134 -0.70770 -0.37759  C1 1.448, C3 1.568, H16 1.116, N26 1.534
3 C 0.68589 0.35019 -0.21607  C2 1.568, C4 1.386, C12 1.480
4 C 1.13546 1.63437 0.04882  C3 1.386, C5 1.509, H19 1.080
5 C 0.02543 2.64154 0.22629  C4 1.509, C6 1.289, H20 1.109
6 C -1.22205 2.33240 0.13308  C5 1.289, C7 1.479, H21 1.084
7 C -1.66515 0.95386 -0.16814  C6 1.479, C8 1.458, C12 1.423
8 C -3.05135 0.52129 -0.30304  C7 1.458, C9 1.358, H22 1.091
9 C -3.29063 -0.78773 -0.03245  C8 1.358, C10 1.359, H23 1.121
10 C -2.34223 -1.75759 0.04418  C9 1.359, C11 1.357, H24 1.104
11 C -1.03607 -1.40158 -0.04752  C10 1.357, C12 1.337, H25 1.023
12 C -0.71650 -0.10356 -0.08757  C3 1.480, C7 1.423, C11 1.337
13 H 2.88539 -2.19969 0.76525  C1 1.116
14 H 1.20339 -1.89578 1.24900  C1 1.051
15 H 2.51960 -0.60758 1.38667  C1 1.100
16 H 1.49110 -1.35491 -1.22011  C2 1.116
17 H 2.92194 0.89664 -1.21981  N26 1.094
18 H 3.83987 -0.47477 -1.12817  N26 0.975
19 H 2.05358 1.85327 0.57366  C4 1.080
20 H 0.52276 3.46139 0.78386  C5 1.109
21 H -1.97365 3.06494 0.40559  C6 1.084
22 H -3.95430 1.07892 -0.55549  C8 1.091
23 H -4.30450 -1.25198 -0.15161  C9 1.121
24 H -2.57085 -2.79807 -0.24472  C10 1.104
25 H -0.21532 -2.01078 -0.08513  C11 1.023
26 N 3.16308 0.01218 -0.62296  C2 1.534, H17 1.094, H18 0.975

Gap between HOMO and LUMO (eV): 8.91
SMILES: C[C@H](N)c1cccc2ccccc12
LUMO (eV): 0.49

---

Result of the stability comparison: B is the least stable of them.

---

A | 3 unconnected molecules or ions with the total composition C3H11NO3, computed with wB97M-V/def2-TZVPD.

Each atom is followed by the atoms it is bonded to, with distances in Å.
Cartesian coordinates (Å):
1 C -0.56721 -1.49564 -0.38143  C2 1.438, H6 1.155, H7 1.062, H8 1.153
2 C 0.86467 -1.55824 -0.49856  C1 1.438, N3 1.436, O5 1.208
3 N 1.74214 -0.65737 0.19397  C2 1.436, C4 1.447, H9 0.967
4 C 1.24025 0.39453 1.05106  N3 1.447, H10 1.097, H11 1.145, H12 1.123
5 O 1.17138 -2.43782 -1.26796  C2 1.208
6 H -0.97679 -2.37094 0.25112  C1 1.155
7 H -1.00239 -1.45527 -1.34982  C1 1.062
8 H -1.00114 -0.59669 0.19493  C1 1.153
9 H 2.66582 -0.76691 -0.07109  N3 0.967
10 H 1.61317 1.36061 0.68998  C4 1.097
11 H 0.09863 0.46440 1.00536  C4 1.145
12 H 1.51170 0.29116 2.13554  C4 1.123
13 H -2.90283 1.07246 0.66891  O15 0.913
14 H -2.31362 1.68593 2.07047  O15 0.994
15 O -2.61467 1.80509 1.13102  H13 0.913, H14 0.994
16 H -1.20619 2.45393 0.06960  O18 0.956
17 H -1.22812 2.73015 -1.44473  O18 0.967
18 O -0.64164 2.59384 -0.68862  H16 0.956, H17 0.967

Gap between HOMO and LUMO (eV): 9.81
SMILES: CNC(C)=O.O.O
LUMO (eV): 0.29

---

B | 3 unconnected molecules or ions with the total composition C3H11NO3, computed with wB97M-V/def2-TZVPD.

Each atom is followed by the atoms it is bonded to, with distances in Å.
Cartesian coordinates (Å):
1 C -0.06330 1.21220 -0.06621  N2 1.362, O5 1.216, H6 1.096
2 N 0.85653 0.67755 0.78473  C1 1.362, C3 1.456, C4 1.453
3 C 0.41628 -0.22586 1.83805  N2 1.456, H7 1.090, H8 1.083, H9 1.087
4 C 2.24554 0.68839 0.35788  N2 1.453, H10 1.091, H11 1.095, H12 1.087
5 O -1.26372 1.10895 0.09472  C1 1.216
6 H 0.45834 1.70999 -0.89221  C1 1.096
7 H 0.48523 0.26870 2.80739  C3 1.090
8 H -0.62808 -0.46441 1.68198  C3 1.083
9 H 1.03386 -1.12001 1.85055  C3 1.087
10 H 2.49724 -0.07577 -0.37863  C4 1.091
11 H 2.44256 1.63451 -0.15663  C4 1.095
12 H 2.88699 0.70374 1.23530  C4 1.087
13 H -0.98502 -1.33470 -2.21585  O15 0.960
14 H -1.99561 -0.60456 -3.03711  O15 0.971
15 O -1.04758 -0.59633 -2.82551  H13 0.960, H14 0.971
16 H -3.13195 -1.49760 -0.53873  O18 0.944
17 H -1.99108 -0.56621 -0.22819  O18 0.982
18 O -2.21623 -1.51857 -0.31152  H16 0.944, H17 0.982

Gap between HOMO and LUMO (eV): 10.38
SMILES: CN(C)C=O.O.O
LUMO (eV): 0.78

---

Result of the stability comparison: A is the least stable of them.

---

A | 3 unconnected molecules or ions with the total composition C3H11NO3, computed with wB97M-V/def2-TZVPD.

Each atom is followed by the atoms it is bonded to, with distances in Å.
Cartesian coordinates (Å):
1 O -1.40778 1.90344 -2.26173  C2 1.218
2 C -0.89443 1.37483 -1.29194  O1 1.218, C3 1.484, H6 1.073
3 C -0.05434 0.15291 -1.35622  C2 1.484, C4 1.516, N5 1.355, H7 1.145
4 C 1.30835 0.73018 -1.68330  C3 1.516, H8 1.160, H9 1.071, H10 1.090
5 N -0.28476 -0.87841 -0.50834  C3 1.355, H11 1.084, H12 1.003
6 H -0.94926 1.70090 -0.27090  C2 1.073
7 H -0.27151 -0.20914 -2.42014  C3 1.145
8 H 1.35165 1.88503 -1.58773  C4 1.160
9 H 1.64503 0.73596 -2.69972  C4 1.071
10 H 2.12252 0.27769 -1.11723  C4 1.090
11 H 0.13648 -1.76595 -0.96643  N5 1.084
12 H -1.25381 -1.13831 -0.52019  N5 1.003
13 H -1.30766 0.89947 2.34221  O15 0.919
14 H -1.00482 -0.58865 1.95818  O15 0.959
15 O -1.60631 0.15531 1.89242  H13 0.919, H14 0.959
16 H 0.58685 -2.19804 2.86432  O18 0.955
17 H 1.33743 -1.51561 4.08980  O18 0.965
18 O 0.54638 -1.52161 3.53693  H16 0.955, H17 0.965

Gap between HOMO and LUMO (eV): 9.87
SMILES: C[C@@H](N)C=O.O.O
LUMO (eV): 0.55

---

B | 3 unconnected molecules or ions with the total composition C3H11NO3, computed with wB97M-V/def2-TZVPD.

Each atom is followed by the atoms it is bonded to, with distances in Å.
Cartesian coordinates (Å):
1 C 0.53052 1.61685 0.06365  N2 1.335, O5 1.226, H6 1.100
2 N -0.42149 0.68157 0.02134  C1 1.335, C3 1.446, H7 1.022
3 C -1.62106 0.70169 0.82770  N2 1.446, C4 1.528, H8 1.103, H9 1.086
4 C -1.82979 -0.59511 1.60787  C3 1.528, H10 1.083, H11 1.086, H12 1.093
5 O 1.55572 1.61405 -0.60791  C1 1.226
6 H 0.32793 2.41906 0.78789  C1 1.100
7 H -0.24631 -0.10095 -0.61237  N2 1.022
8 H -1.43851 1.47362 1.59479  C3 1.103
9 H -2.46358 1.14297 0.30418  C3 1.086
10 H -2.85349 -0.66724 1.95405  C4 1.083
11 H -1.53608 -1.46337 1.02591  C4 1.086
12 H -1.17326 -0.57552 2.48212  C4 1.093
13 H 2.35563 0.22110 -1.24129  O15 0.987
14 H 3.80682 -0.26212 -1.49182  O15 0.966
15 O 2.88621 -0.54443 -1.56919  H13 0.987, H14 0.966
16 H 1.26113 -1.41437 -2.03022  O18 0.980
17 H 0.50298 -2.52163 -1.29713  O18 0.963
18 O 0.35663 -1.72618 -1.81957  H16 0.980, H17 0.963

Gap between HOMO and LUMO (eV): 10.87
SMILES: CCNC=O.O.O
LUMO (eV): 0.88

---

Result of the stability comparison: A is the least stable of them.

---

A | 3 unconnected molecules or ions with the total composition C3H11NO3, computed with wB97M-V/def2-TZVPD.

Each atom is followed by the atoms it is bonded to, with distances in Å.
Cartesian coordinates (Å):
1 C 0.29826 -1.63040 -0.48276  N2 1.410, H6 1.116, H7 1.075, H8 1.123
2 N 0.86480 -0.87034 -1.52685  C1 1.410, C3 1.471, H9 1.031
3 C 0.88360 0.59995 -1.50701  N2 1.471, C4 1.562, H10 1.122, H11 1.072
4 C -0.23983 1.14887 -0.57069  C3 1.562, O5 1.187, H12 1.137
5 O -0.27198 2.30685 -0.31170  C4 1.187
6 H 0.46693 -2.69926 -0.75717  C1 1.116
7 H 0.66956 -1.36707 0.49096  C1 1.075
8 H -0.78936 -1.38568 -0.34496  C1 1.123
9 H 1.80401 -1.21862 -1.77236  N2 1.031
10 H 0.68370 0.94081 -2.55721  C3 1.122
11 H 1.67155 1.06894 -0.95113  C3 1.072
12 H -0.97448 0.38946 -0.15071  C4 1.137
13 H -3.23754 -0.01150 -0.03775  O15 1.024
14 H -2.98791 0.49930 1.41276  O15 0.895
15 O -2.97614 -0.24994 0.92352  H13 1.024, H14 0.895
16 H 1.05991 -0.69055 2.01282  O18 0.893
17 H 2.49003 -1.02246 2.54947  O18 0.882
18 O 1.67786 -0.69710 2.65768  H16 0.893, H17 0.882

Gap between HOMO and LUMO (eV): 9.65
SMILES: CNCC=O.O.O
LUMO (eV): 0.62

---

B | 3 unconnected molecules or ions with the total composition C3H11NO3, computed with wB97M-V/def2-TZVPD.

Each atom is followed by the atoms it is bonded to, with distances in Å.
Cartesian coordinates (Å):
1 C -2.26393 -0.34191 2.70318  C2 1.508, H6 1.079, H7 1.088, H8 1.088
2 C -0.91035 0.21450 2.34121  C1 1.508, N3 1.412, O5 1.204
3 N -0.30263 -0.32429 1.18595  C2 1.412, C4 1.450, H9 1.012
4 C -0.90586 -1.40437 0.42908  N3 1.450, H10 1.089, H11 1.092, H12 1.093
5 O -0.42678 1.17530 2.88119  C2 1.204
6 H -2.77101 0.22073 3.47204  C1 1.079
7 H -2.20155 -1.40607 2.91870  C1 1.088
8 H -2.92792 -0.24983 1.84637  C1 1.088
9 H 0.64356 -0.55846 1.45748  N3 1.012
10 H -1.93707 -1.19790 0.14773  C4 1.089
11 H -0.34769 -1.45904 -0.50792  C4 1.092
12 H -0.88646 -2.36736 0.94539  C4 1.093
13 H 4.34725 0.60658 -3.63807  O15 0.955
14 H 4.48032 1.89725 -2.64083  O15 0.968
15 O 3.92178 1.34185 -3.20264  H13 0.955, H14 0.968
16 H 1.54842 1.03072 -3.35844  O18 0.967
17 H 0.33103 1.86541 -3.40505  O18 0.965
18 O 0.60887 0.95691 -3.57537  H16 0.967, H17 0.965

Gap between HOMO and LUMO (eV): 10.25
SMILES: CNC(C)=O.O.O
LUMO (eV): 0.64

---

C | 3 unconnected molecules or ions with the total composition C3H11NO3, computed with wB97M-V/def2-TZVPD.

Each atom is followed by the atoms it is bonded to, with distances in Å.
Cartesian coordinates (Å):
1 C 0.35159 1.04047 -1.60165  C2 1.539, N5 1.469, H6 1.094, H7 1.091
2 C 0.21515 0.83188 -0.08256  C1 1.539, C3 1.487, H8 1.091, H9 1.060
3 C -0.44364 1.86138 0.76495  C2 1.487, O4 1.209, H10 1.103
4 O -0.81330 1.64647 1.89568  C3 1.209
5 N 0.34462 -0.26609 -2.27350  C1 1.469, H11 1.014, H12 1.018
6 H -0.40932 1.77198 -1.88869  C1 1.094
7 H 1.32909 1.47539 -1.81500  C1 1.091
8 H -0.25650 -0.13013 0.12195  C2 1.091
9 H 1.18756 0.67613 0.30997  C2 1.060
10 H -0.68210 2.83516 0.30526  C3 1.103
11 H -0.37235 -0.82765 -1.82766  N5 1.014
12 H -0.00048 -0.14305 -3.22330  N5 1.018
13 H -0.84413 -1.52883 3.43818  O15 0.960
14 H -0.89447 -0.44678 2.35911  O15 0.971
15 O -0.49044 -1.30260 2.57441  H13 0.960, H14 0.971
16 H 0.30467 -2.25380 1.00205  O18 0.973
17 H 1.10827 -2.92044 -0.09288  O18 0.964
18 O 0.36580 -2.31947 0.03365  H16 0.973, H17 0.964

Gap between HOMO and LUMO (eV): 10.41
SMILES: NCCC=O.O.O
LUMO (eV): 0.91

---

D | 2 unconnected molecules or ions with the total composition C3H11NO3, computed with wB97M-V/def2-TZVPD.

Each atom is followed by the atoms it is bonded to, with distances in Å.
Cartesian coordinates (Å):
1 C 0.32920 -1.06444 -0.06574  C3 1.512, O4 1.544, H5 1.095, H6 1.090
2 C -1.12300 0.52927 1.18295  O4 1.415, H7 1.092, H8 1.097, H9 1.105
3 C -0.05118 -2.35350 0.62729  C1 1.512, H10 1.089, H11 1.089, H12 1.091
4 O 0.20540 0.13034 0.90480  C1 1.544, C2 1.415
5 H -0.31499 -0.83341 -0.92100  C1 1.095
6 H 1.37645 -1.05656 -0.36743  C1 1.090
7 H -1.06744 1.48304 1.71260  C2 1.092
8 H -1.63079 -0.20722 1.81815  C2 1.097
9 H -1.69186 0.67032 0.24596  C2 1.105
10 H 0.56425 -2.50145 1.51391  C3 1.089
11 H -1.09773 -2.35095 0.92809  C3 1.089
12 H 0.11500 -3.18562 -0.05781  C3 1.091
13 N 1.14294 1.80800 -1.73124  O14 1.374, O15 1.441, H18 1.024
14 O 1.63335 1.85679 -0.44859  N13 1.374, H17 1.080
15 O -0.28526 1.99713 -1.72423  N13 1.441, H16 0.966
16 H -0.40475 2.95335 -1.79790  O15 0.966
17 H 1.06773 1.27423 0.26331  O14 1.080
18 H 1.23267 0.85069 -2.08310  N13 1.024

Gap between HOMO and LUMO (eV): 9.74
SMILES: CCOC.ONO
LUMO (eV): 0.88

---

Result of the stability comparison: D is the least stable of them.

---

A | 3 unconnected molecules or ions with the total composition C3H11NO3, computed with wB97M-V/def2-TZVPD.

Each atom is followed by the atoms it is bonded to, with distances in Å.
Cartesian coordinates (Å):
1 C 1.10764 1.94457 0.29174  N2 1.509, H6 1.076, H7 1.105, H8 1.078
2 N 0.25350 0.70108 0.34100  C1 1.509, C3 1.460, H9 1.027
3 C 0.40784 0.06631 1.64663  N2 1.460, C4 1.507, H10 1.122, H11 1.109
4 C 0.02421 -1.34923 1.29849  C3 1.507, O5 1.206, H12 1.093
5 O 0.77828 -2.14564 0.79618  C4 1.206
6 H 1.08294 2.28619 -0.72785  C1 1.076
7 H 2.09581 1.70556 0.72392  C1 1.105
8 H 0.78518 2.70692 0.98291  C1 1.078
9 H 0.61269 0.05389 -0.37088  N2 1.027
10 H 1.42704 -0.01786 2.10777  C3 1.122
11 H -0.16457 0.72717 2.32865  C3 1.109
12 H -1.00081 -1.63631 1.54533  C4 1.093
13 H -0.79069 -1.91182 -2.85578  O15 0.963
14 H 0.38391 -2.17550 -3.81186  O15 0.975
15 O 0.00006 -1.50181 -3.22067  H13 0.963, H14 0.975
16 H -2.97579 0.59428 -0.58355  O18 0.960
17 H -1.54343 0.10031 -0.26636  O18 0.973
18 O -2.48380 -0.14812 -0.22564  H16 0.960, H17 0.973

Gap between HOMO and LUMO (eV): 10.57
SMILES: CNCC=O.O.O
LUMO (eV): 0.83

---

B | 4 unconnected molecules or ions with the total composition C3H11NO3, computed with wB97M-V/def2-TZVPD.

Each atom is followed by the atoms it is bonded to, with distances in Å.
Cartesian coordinates (Å):
1 C -1.49476 -0.33711 1.66741  C2 1.344, N4 1.425, H5 1.106
2 C -2.59947 0.39917 1.46003  C1 1.344, H6 1.098, H7 1.066
3 C 0.57069 -0.57702 0.70514  N4 1.269, H8 1.102, H9 1.094
4 N -0.16291 0.12663 1.46522  C1 1.425, C3 1.269
5 H -1.67897 -1.42788 1.66739  C1 1.106
6 H -2.49401 1.49125 1.48972  C2 1.098
7 H -3.53751 -0.09865 1.36540  C2 1.066
8 H 1.51058 -0.11734 0.36029  C3 1.102
9 H 0.30438 -1.54495 0.26992  C3 1.094
10 H -1.69134 4.64217 -3.05982  O12 0.958
11 H -1.25401 3.81058 -4.40583  O12 0.969
12 O -0.99603 4.37608 -3.66286  H10 0.958, H11 0.969
13 H 2.87544 -3.05799 3.06027  O15 0.955
14 H 2.73896 -2.18510 1.67347  O15 0.958
15 O 3.29011 -2.65646 2.29993  H13 0.955, H14 0.958
16 H 2.01769 -0.81829 -2.69388  O18 0.966
17 H 0.97317 -0.68804 -1.68399  O18 0.968
18 O 1.62797 -1.33705 -1.97779  H16 0.966, H17 0.968

Gap between HOMO and LUMO (eV): 9.92
SMILES: C=CN=C.O.O.O
LUMO (eV): 0.29

---

Result of the stability comparison: B is the least stable of them.